A 2-piece molecular cluster, C4H7NO2 overall. Source: the Open Molecules 2025 dataset; level of theory: the ωB97M-V functional and the def2-TZVPD basis.

* electronic energy: -9845.6088 eV
* HOMO level: -10.828 eV
* 2S+1: 1

```
14
Properties=species:S:1:pos:R:3:forces:R:3:nbo_charge:R:1
N -0.87760 -0.20149 1.66911 0.209 -0.056 -0.268 -0.451
H 2.08874 -0.30214 -1.02260 -0.067 0.121 0.076 0.220
C -0.16506 -0.67779 0.72952 -0.050 0.032 0.142 0.147
C 1.60467 0.57790 -0.58599 0.059 0.012 -0.002 -0.622
H 0.20484 -1.70207 0.73801 -0.062 0.169 0.014 0.207
C 0.12417 0.30616 -0.37057 0.051 -0.129 0.003 0.008
H -0.35602 -0.01580 -1.30349 0.079 0.054 0.093 0.210
O -1.79002 1.95072 1.92847 0.327 -0.397 -0.329 -0.532
H 1.73656 1.42140 -1.26871 -0.048 -0.139 0.085 0.235
H 2.09360 0.81705 0.36340 -0.070 -0.021 -0.129 0.222
O -0.55064 1.46013 0.10834 -0.053 0.046 0.069 -0.484
C -1.14792 1.16410 1.30327 -0.313 0.371 0.301 0.839
H -1.23141 -2.47665 -1.40802 -0.105 -0.010 0.050 -0.006
H -1.73390 -2.32153 -0.88073 0.044 -0.054 -0.106 0.008
```
Positions in Å, forces in eV/Å.

***

C15H26NO2PSr as an isolated structure in a non-equilibrium geometry. Source: the Open Molecules 2025 dataset; level of theory: the ωB97M-V functional and the def2-TZVPD basis.

* electronic energy: -31681.5668 eV
* HOMO level: -6.184 eV
* 2S+1: 1

```
46
Properties=species:S:1:pos:R:3:forces:R:3:nbo_charge:R:1
H -3.07065 1.48888 -1.52239 0.795 0.475 0.444 0.229
O 0.26623 1.88118 4.17089 -0.923 0.573 0.402 -0.504
H 3.28585 0.16806 -1.68985 0.175 0.016 0.004 0.219
H 1.35541 -2.11256 -1.93376 0.134 0.198 0.147 0.234
H -1.81527 -1.92284 -3.30887 -0.075 0.151 0.377 0.187
H 3.31530 1.09852 -0.16910 -0.158 -0.175 -0.217 0.233
H 2.56249 2.77689 -2.27369 -0.315 0.186 -0.057 0.194
C -0.98814 1.41044 -1.20086 1.601 3.228 -2.027 -0.146
H -2.07024 -0.22449 -3.00143 0.080 0.359 -0.297 0.207
H 0.49355 4.09678 -2.89008 -0.536 -0.905 0.443 0.209
N -2.04009 -1.34537 -1.23874 0.636 -3.006 -2.662 -0.560
C 0.18244 0.78757 -0.94511 -0.267 -3.762 2.317 -0.507
C 0.17649 1.84839 5.63465 1.027 0.148 0.219 -0.274
H -0.13526 -0.04670 3.94923 -0.726 -1.356 0.131 0.166
H -1.82457 -3.54810 -0.73183 -0.836 1.345 -0.375 0.206
C -2.55882 -2.77198 -1.16330 -0.149 0.212 -0.152 -0.446
C 0.36326 3.13475 -2.34186 2.050 -0.374 0.351 -0.272
H -1.73439 3.20857 -2.22256 0.006 -0.177 0.211 0.178
H 2.05982 -3.22916 -0.76774 0.128 0.002 -0.108 0.229
H 4.44938 -1.44685 0.63354 0.186 -0.041 0.065 0.214
H 3.56838 -0.67364 1.97198 -0.054 -0.001 -0.160 0.242
C 1.43030 1.22516 -1.26340 1.154 2.205 -1.398 -0.074
O -0.49803 1.02520 2.23142 0.339 -0.207 2.706 -0.648
H -0.46390 -0.92631 -2.75725 -0.687 -0.004 0.605 0.234
H 3.29835 -2.37146 1.62712 0.074 0.011 -0.005 0.240
H 0.95449 1.21532 6.11691 -0.404 0.174 -0.737 0.194
H 0.40640 2.88254 5.90442 -0.084 -0.219 -0.018 0.208
C -0.85818 2.62238 -1.92294 -0.553 0.716 -0.581 -0.152
C -2.91201 -0.33003 -0.70198 -0.758 -1.463 -0.300 -0.245
H -3.22171 -0.61675 0.32569 0.299 0.056 -0.193 0.184
Sr -0.78735 -1.09164 0.67190 2.136 0.391 3.040 1.644
C 3.49614 -1.40361 1.16069 0.920 -0.469 0.284 -0.965
C -0.21688 0.88064 3.43107 0.681 1.007 -1.896 0.666
C 2.69104 0.47083 -0.82692 -0.634 0.373 0.310 -0.736
H 3.12433 -2.17854 -1.74971 -0.087 -0.198 -0.080 0.224
C -2.34357 1.07558 -0.78566 -3.045 -0.155 -0.824 -0.466
C 2.17220 -2.23517 -1.21330 0.253 -0.788 -0.387 -0.959
H -0.78211 1.59474 6.10401 -0.066 -0.109 -0.878 0.198
H -0.72059 -1.95127 3.09604 -0.123 -0.059 -0.580 -0.825
H -2.63378 1.51933 0.14175 0.113 0.741 0.797 0.233
P 2.11934 -0.99931 0.09668 -0.907 0.664 0.353 0.795
C -1.55305 -1.09718 -2.62945 0.039 0.018 -0.314 -0.416
C 1.56670 2.42792 -1.99253 -1.280 -0.205 0.108 -0.202
H -3.48607 -2.74028 -0.55225 0.548 -0.441 -0.321 0.211
H -2.79291 -3.13243 -2.20910 -0.004 0.310 1.317 0.216
H -3.83029 -0.44399 -1.26234 -0.703 0.554 -0.065 0.202
```
Positions in Å, forces in eV/Å.

***

C30H63AlBCl12N2O5 as an isolated structure in a non-equilibrium geometry. Source: the Open Molecules 2025 dataset; level of theory: the ωB97M-V functional and the def2-TZVPD basis.

* electronic energy: -202897.0010 eV
* charge: -1
* HOMO level: -4.508 eV
* 2S+1: 1

```
114
Properties=species:S:1:pos:R:3:forces:R:3:lowdin_charge:R:1
B 2.81306 -1.32109 2.54368 0.158 0.488 -0.088 -0.535
Cl -7.57690 1.18511 3.17554 -0.204 0.125 -0.057 0.597
H 3.50773 -4.80306 -8.23881 -0.028 0.006 -0.006 0.069
H 2.71756 -1.84030 0.49714 0.341 -0.052 0.130 0.129
C -4.55823 -0.29751 3.87533 0.071 -0.221 0.109 -0.155
H -0.73132 -2.11831 -2.40115 0.003 0.129 -0.092 0.076
H -2.09704 1.31839 -1.54532 -0.001 0.146 0.103 0.089
C -1.45945 -6.50489 -3.66564 0.020 -0.003 0.061 -0.657
H -3.05319 8.25527 2.52815 0.017 -0.027 -0.041 0.064
H -4.56861 -1.99092 2.23156 0.076 -0.177 -0.094 0.110
C 0.24631 -2.48762 -2.74821 0.540 -0.484 0.190 -0.400
H 0.17453 -2.89128 -4.86964 -0.025 0.075 -0.073 0.028
H 6.13850 -0.15657 -4.51102 -0.012 0.004 -0.017 0.077
H 4.02648 2.04179 -0.14279 0.208 -0.162 -0.064 0.118
C 2.58649 -0.87394 1.04595 -0.390 -1.009 -0.167 -0.243
C 3.89050 1.46990 0.77679 -0.057 -0.072 0.550 -0.096
H 0.15210 -3.58026 -2.73292 -0.045 -0.005 0.010 0.050
H 2.42719 -1.01476 4.53771 -0.233 -0.236 0.091 0.069
H -0.98034 1.96131 6.33798 0.053 0.003 0.003 0.068
C 6.96803 -1.61086 -5.82543 0.013 0.173 -0.065 -0.663
C -1.74646 -0.25434 -0.14460 -0.419 0.281 0.086 -0.201
H -5.56645 -0.35475 3.45584 0.142 0.008 0.059 0.015
H -2.38193 8.54611 4.14038 0.018 -0.018 0.020 0.068
C 3.58239 -4.34714 -7.25274 0.049 -0.081 -0.053 -0.647
Cl 0.36660 3.74607 5.61621 -0.045 0.017 -0.032 0.529
C -1.24795 0.97647 -0.93449 -0.296 -0.238 -0.566 -0.259
H 2.33109 4.79993 1.53760 0.061 -0.043 -0.123 0.114
H 7.76875 -0.93563 -6.12288 0.041 -0.031 0.028 0.067
C -3.14759 -0.76764 -0.56301 0.434 -0.237 0.264 -0.199
H -3.47498 -0.25578 -1.47057 -0.126 0.028 0.056 0.100
C 6.42969 -1.20569 -4.47738 -0.027 0.012 0.077 -0.659
H -2.25571 -7.23173 -3.80543 -0.008 0.009 -0.059 0.063
H 6.11617 -0.01629 1.80327 -0.977 -0.311 0.833 0.045
C 1.73590 2.87151 0.72361 0.552 -0.196 0.651 -0.195
H 0.40373 1.67811 -2.12115 -0.034 0.000 -0.092 0.048
H -0.07097 -1.19886 -4.51486 0.098 0.133 0.163 0.056
Cl -0.73436 7.85854 2.61796 -0.007 -0.003 -0.022 0.566
Cl 3.48291 -2.58192 -7.49188 0.002 0.002 -0.008 0.549
Cl 7.65929 -3.26153 -5.82218 -0.027 -0.018 -0.021 0.511
C -0.34014 -6.69933 -4.65510 0.115 -0.019 0.087 -0.660
C -2.38330 7.86530 3.29029 0.006 0.071 0.043 -0.666
H -1.05880 -6.61111 -2.65840 0.028 0.026 0.000 0.076
C -0.63410 1.57196 4.26606 0.003 -0.164 0.013 -0.619
H -0.92277 6.01942 0.04477 -0.074 -0.016 0.003 0.056
H -4.54781 0.35451 0.69456 0.213 0.022 0.185 0.118
H 0.39070 -5.89760 -4.57400 -0.033 0.031 -0.025 0.017
O 3.08552 0.15019 -1.02894 -0.316 -0.198 0.410 -0.131
H 0.15571 -7.65001 -4.46605 -0.024 -0.021 -0.013 0.074
H -0.44988 0.33339 -2.82721 0.129 -0.161 -0.021 0.037
C 4.91739 -0.74884 0.18718 0.766 0.109 0.687 -0.079
H -0.99286 4.43205 0.82210 0.100 0.004 0.098 0.007
H 6.30145 -1.80847 1.42022 0.924 0.256 -0.855 0.048
H -1.85205 3.04772 5.24455 0.023 0.033 -0.031 0.058
O 0.88333 5.06521 0.14985 -0.191 0.269 0.416 -0.194
Al 1.38362 -0.42854 -1.07023 0.144 0.129 -0.377 0.088
C -0.91596 2.51702 5.40345 -0.121 -0.059 0.084 -0.654
Cl -7.21372 1.44292 6.53868 0.011 0.012 -0.005 0.539
H 7.17103 -1.33501 -3.69245 0.022 -0.029 -0.013 0.068
H 4.55963 -4.57202 -6.83146 0.003 0.078 0.054 0.059
H -8.38797 3.01848 5.23995 0.061 -0.007 -0.015 0.067
H -1.38549 0.78212 4.25667 -0.070 0.004 -0.012 0.065
H -4.46562 0.62792 4.44486 0.009 0.072 -0.118 0.076
C 3.62059 0.01673 0.29300 0.461 1.677 -1.663 -0.452
C 2.47360 -4.86484 -6.37156 -0.029 -0.033 0.014 -0.648
H 2.07831 2.86689 -0.31072 -0.101 0.327 -0.082 0.119
H 0.84015 2.26789 0.78435 -0.060 -0.205 -0.308 0.031
H -0.80262 4.52857 -0.92249 0.061 0.019 -0.020 0.086
H -2.08224 6.05284 4.41649 0.056 -0.004 -0.049 0.059
C -2.81438 6.49446 3.74337 -0.022 -0.072 0.098 -0.657
H 4.84555 1.52033 1.30762 -0.075 -0.124 0.156 0.091
H -1.04233 -1.08271 -0.21615 0.158 0.094 -0.027 0.083
N 2.09595 -0.70603 3.63406 0.314 -0.380 0.076 0.183
H -1.04198 1.81040 -0.26403 0.206 -0.101 0.169 0.059
C -3.79677 -1.31071 1.86236 0.166 0.603 0.426 -0.211
H -5.09515 -1.21971 0.17958 -0.054 0.123 -0.040 0.100
Cl -3.03507 5.37783 2.37670 -0.146 0.018 0.087 0.584
N 1.37316 -2.12268 -1.88228 -0.588 0.310 0.226 -0.045
O -3.56875 -0.32116 2.87732 0.069 0.099 0.017 -0.219
C -8.87108 1.09819 4.39398 -0.056 -0.023 -0.053 -0.656
H 2.49471 -5.95449 -6.36923 0.029 -0.002 -0.037 0.069
H -9.79591 1.40031 3.90532 0.004 0.042 0.005 0.070
H 6.18624 -1.58663 -6.58004 -0.031 -0.076 0.015 0.033
Cl -2.16482 -4.87814 -3.77737 -0.162 -0.019 -0.055 0.584
C 0.49177 -2.08123 -4.20285 -0.485 -0.010 -0.324 -0.156
H -8.96482 0.06216 4.70916 0.050 -0.011 0.012 0.069
C -4.21280 -0.67391 0.53667 -0.412 -0.361 -0.525 -0.178
H 5.11540 -1.21699 -0.77603 -0.886 -1.118 0.365 0.104
C -0.05363 0.70855 -1.87885 0.124 0.373 0.354 -0.172
H 2.40068 1.63157 2.38884 0.049 -0.156 -0.019 0.090
Cl -0.71836 2.38438 2.69557 -0.398 -0.224 0.261 0.716
Cl 2.65426 -4.32760 -4.68673 0.060 -0.377 0.031 0.609
Cl -0.92073 -6.74481 -6.34528 0.003 0.010 -0.011 0.527
O 3.71557 -2.35529 2.84109 -0.084 0.412 0.664 0.099
H -3.76984 6.56401 4.26190 -0.015 0.033 -0.026 0.069
C 5.83303 -0.85866 1.17766 -0.243 0.175 -0.455 -0.002
H -3.06420 -1.82724 -0.83045 -0.031 0.021 -0.066 0.100
H 1.52334 -2.87093 -1.21725 0.129 -0.070 -0.013 0.034
H 0.35278 1.12075 4.34624 0.049 0.083 0.003 0.048
H -4.42591 -1.13086 4.58015 -0.056 -0.057 -0.019 0.086
H -2.84836 -1.83958 1.76406 -0.085 -0.207 -0.136 0.123
C 2.84007 2.23279 1.59248 -0.224 0.096 -0.137 -0.167
C 1.42546 4.28008 1.21345 0.161 -0.006 -0.883 -0.251
H -9.46628 2.01940 6.22525 0.001 -0.034 0.013 0.069
H 3.40506 -3.18002 2.47795 0.192 -0.279 -0.460 0.087
H 1.49813 -4.53767 -6.72716 0.008 0.050 0.019 0.062
H -1.77881 0.01864 0.91188 0.069 -0.081 0.100 0.083
O 1.26848 -0.45010 0.73946 0.234 0.109 0.171 -0.125
Cl 4.98729 -2.13713 -4.03538 0.071 0.048 0.062 0.557
C -0.51981 5.00340 0.02373 0.002 -0.051 -0.310 -0.149
H 1.10020 -0.85171 3.54319 -0.149 0.562 -0.132 0.072
H 1.55253 -1.91614 -4.37408 -0.032 0.146 0.066 0.026
H 3.36181 3.06062 2.08872 0.100 -0.097 0.063 0.099
C -8.59949 2.00399 5.56679 -0.071 0.036 0.044 -0.666
H 0.74867 4.23915 2.06750 0.008 0.254 -0.005 0.052
```
Positions in Å, forces in eV/Å.

***

C3H5Cl as an isolated structure in a non-equilibrium geometry. Source: the Open Molecules 2025 dataset; level of theory: the ωB97M-V functional and the def2-TZVPD basis.

* electronic energy: -15712.3461 eV
* HOMO level: -9.212 eV
* 2S+1: 1

```
9
Properties=species:S:1:pos:R:3:forces:R:3:nbo_charge:R:1
Cl 1.41665 -1.23629 -2.10824 0.506 -0.190 -0.546 -0.013
H -0.21845 -1.64683 0.18549 -0.168 0.180 -0.164 0.233
C -0.54514 0.47582 0.82866 -3.972 -3.179 3.047 -0.629
C 0.76841 -0.17031 -0.93538 2.186 3.757 -2.474 -0.209
C -0.02417 -0.59754 -0.00529 0.635 0.880 0.354 -0.252
H 1.10961 1.15900 -1.14410 -1.253 -4.636 0.801 0.212
H -1.60709 0.56710 0.56309 -0.169 0.132 -0.101 0.216
H -0.70083 0.00153 1.87514 0.800 1.567 -1.072 0.215
H -0.19898 1.44751 0.74063 1.434 1.489 0.156 0.227
```
Positions in Å, forces in eV/Å.

***

One molecule with the formula C5H7Cl in a non-equilibrium geometry. Source: the Open Molecules 2025 dataset; level of theory: the ωB97M-V functional and the def2-TZVPD basis.

* electronic energy: -17818.1298 eV
* HOMO level: -9.883 eV
* 2S+1: 1

```
13
Properties=species:S:1:pos:R:3:forces:R:3:nbo_charge:R:1
C -0.54086 0.47837 -1.70930 -0.876 -1.687 -0.312 -0.608
H 1.92648 -0.02629 -0.06457 -0.485 -0.015 -0.555 0.246
C 0.90237 0.07488 0.27538 1.316 -1.030 1.756 -0.238
C -0.30125 -0.77003 0.48051 0.809 -1.698 1.903 -0.245
C 0.44155 -0.23503 1.66588 1.082 -1.760 -0.800 -0.144
H 0.22820 -0.32122 -2.05968 -1.449 1.647 0.004 0.216
C -0.42922 0.49294 -0.19608 -0.066 0.678 -2.346 -0.199
Cl 1.28233 -1.39058 2.83419 -0.628 1.056 -1.419 -0.083
H -0.45307 1.47058 -2.13754 0.742 0.035 -0.115 0.220
H 0.05075 0.57660 2.13752 -1.093 1.881 2.065 0.184
H -0.94781 1.27280 0.30360 -0.436 0.926 0.473 0.191
H -0.56359 -1.81678 0.48205 -0.124 0.100 -0.911 0.248
H -1.59588 0.19377 -2.01196 1.207 -0.133 0.257 0.212
```
Positions in Å, forces in eV/Å.

***

A 2-piece molecular cluster, C2H5NO2S overall in a non-equilibrium geometry. Source: the Open Molecules 2025 dataset; level of theory: the ωB97M-V functional and the def2-TZVPD basis.

* electronic energy: -18573.5320 eV
* HOMO level: -9.631 eV
* 2S+1: 1

```
11
Properties=species:S:1:pos:R:3:forces:R:3:nbo_charge:R:1
O 1.49281 0.10260 -0.61556 1.980 0.838 -0.168 -1.016
H 0.26526 -2.00557 1.15087 -0.219 -0.342 -0.060 0.234
C -0.41095 1.88530 0.03433 3.033 0.375 3.169 0.863
H -0.36947 -0.47548 -1.83618 1.432 -1.332 0.923 0.022
H 1.35756 1.56023 0.85289 -0.885 0.109 -0.126 0.443
S 0.79119 -1.08815 -1.07730 -3.496 0.334 0.177 1.090
H -1.20197 -1.92054 -0.02445 -0.316 -0.999 0.235 0.226
N 0.39114 1.88520 0.95447 0.018 0.202 -0.270 -0.798
H -0.69830 -0.45389 0.82459 1.088 -1.918 -0.729 0.247
C -0.32275 -1.48288 0.40746 -0.207 2.805 -0.795 -0.800
O -1.29451 1.99318 -0.67113 -2.428 -0.072 -2.354 -0.511
```
Positions in Å, forces in eV/Å.

***

Taking the records one at a time from the top gives ΔE to the lowest compared entry with this formula, charge and spin values of 161.2; 339.5; 0.0; 144.7; 226.6; 196.6 kJ/mol.
Taking the records one at a time from the top gives frontier orbital gap values of 11.0; 6.5; 6.3; 10.4; 11.0; 10.0 eV.